1.
Density functional theory data (ωB97M-V/def2-TZVPD) for 8 unconnected molecules or ions with the total composition C66H144F2N8O7S2 at a distorted geometry.

Values from the calculation:
* charge: +4
* highest occupied orbital energy: -13.45 eV
* Kohn-Sham gap: 6.6319 eV
* 2S+1: 1

XYZ file:
```
229
Properties=species:S:1:pos:R:3:mulliken_charge:R:1
N 15.57 -3.57 20.45 0.735
O 14.54 -3.02 20.37 -0.128
O 16.62 -2.96 20.29 -0.764
O 15.62 -4.75 20.79 -0.717
C 9.64 0.37 26.38 -1.670
C 10.74 -0.26 25.51 -0.454
C 11.07 0.71 24.34 2.363
C 12.00 1.87 24.74 -1.565
N 12.51 2.71 23.58 1.207
C 13.61 1.88 22.86 0.499
C 14.74 2.97 22.55 -0.427
C 14.85 3.74 23.84 -0.911
C 13.37 3.89 24.25 -0.469
C 11.42 3.23 22.58 0.248
C 10.20 4.03 23.20 -0.801
C 9.51 4.95 22.17 -0.965
H 9.88 1.40 26.66 0.438
H 9.51 -0.10 27.36 0.489
H 8.65 0.25 25.93 0.138
H 10.45 -1.25 25.16 0.167
H 11.69 -0.40 26.02 0.472
H 10.12 1.12 24.00 -0.747
H 11.40 0.23 23.42 -0.897
H 12.91 1.65 25.32 0.441
H 11.47 2.59 25.36 0.678
H 13.23 1.39 21.96 -0.714
H 13.94 1.05 23.48 -0.148
H 14.48 3.53 21.65 0.199
H 15.66 2.41 22.36 0.544
H 15.29 4.72 23.75 0.449
H 15.42 3.14 24.55 0.333
H 13.09 4.81 23.73 0.266
H 13.24 4.08 25.31 0.428
H 11.08 2.42 21.94 -0.405
H 12.00 3.89 21.93 0.624
H 10.48 4.53 24.12 0.485
H 9.53 3.28 23.62 0.149
H 10.05 5.87 21.91 0.399
H 8.52 5.15 22.58 0.437
H 9.42 4.37 21.25 -0.121
C 16.34 -1.09 23.68 -0.976
C 15.51 -1.48 24.91 -0.025
C 15.30 -3.08 25.19 -1.081
C 14.33 -3.76 24.14 0.463
N 13.53 -4.99 24.56 0.701
C 12.62 -5.57 23.47 -0.639
C 13.54 -6.44 22.61 0.649
C 14.88 -6.58 23.31 -1.014
C 14.53 -6.14 24.73 -0.682
C 12.75 -4.83 25.92 -1.364
C 11.74 -3.73 25.73 0.979
C 10.74 -3.79 26.83 -1.639
H 16.46 -0.02 23.55 0.329
H 15.70 -1.28 22.81 0.080
H 17.29 -1.60 23.51 0.389
H 14.51 -1.05 24.95 -0.262
H 16.05 -1.01 25.74 0.434
H 14.93 -3.15 26.21 0.288
H 16.26 -3.58 25.23 0.524
H 14.96 -3.94 23.26 0.064
H 13.62 -2.97 23.91 -0.351
H 11.85 -6.17 23.95 0.483
H 12.20 -4.83 22.79 0.026
H 13.14 -7.44 22.42 0.643
H 13.62 -6.10 21.58 -0.900
H 15.21 -7.62 23.36 0.553
H 15.77 -6.07 22.94 0.276
H 14.00 -6.99 25.17 0.483
H 15.43 -5.89 25.29 0.424
H 13.51 -4.68 26.68 0.604
H 12.43 -5.81 26.25 0.526
H 11.18 -3.89 24.81 0.061
H 12.23 -2.76 25.81 -0.118
H 11.12 -3.70 27.85 0.360
H 10.15 -4.70 26.71 0.454
H 10.03 -2.98 26.69 0.300
C 2.20 3.39 23.02 -0.867
C 1.69 3.96 21.76 -0.914
C 2.87 4.52 20.92 -0.016
C 3.49 3.57 19.94 -1.305
N 4.64 4.17 19.04 1.043
C 5.17 3.19 18.02 -1.164
C 6.39 2.52 18.64 -0.313
C 7.08 3.56 19.49 1.511
C 5.87 4.31 20.03 -1.090
C 4.34 5.49 18.27 -1.213
C 3.26 5.36 17.28 -0.216
C 2.99 6.66 16.56 -1.351
H 2.84 2.53 22.86 0.214
H 1.34 3.12 23.63 0.300
H 2.77 4.02 23.70 0.347
H 1.07 4.83 22.00 0.336
H 1.06 3.29 21.19 0.368
H 3.70 4.79 21.58 0.286
H 2.52 5.40 20.39 0.309
H 2.73 3.19 19.27 0.607
H 3.81 2.72 20.55 0.314
H 5.48 3.64 17.08 0.498
H 4.31 2.59 17.72 0.374
H 7.11 2.17 17.90 0.228
H 6.06 1.69 19.27 0.339
H 7.83 4.15 18.94 0.074
H 7.55 3.17 20.39 -0.970
H 5.97 5.39 20.05 0.224
H 5.60 4.03 21.05 0.258
H 5.32 5.82 17.92 0.656
H 4.03 6.27 18.97 0.443
H 2.40 4.90 17.77 0.282
H 3.47 4.65 16.48 0.339
H 2.32 6.41 15.74 0.382
H 3.90 7.16 16.21 0.350
H 2.42 7.28 17.25 0.354
C 10.08 -1.64 16.29 -1.284
C 9.84 -0.15 16.36 -0.749
C 10.75 0.61 17.42 3.166
C 11.59 1.75 16.77 -1.826
N 12.24 2.84 17.71 0.493
C 12.81 4.09 16.98 -0.539
C 12.48 5.37 17.77 -0.833
C 11.50 4.93 18.88 -0.246
C 11.09 3.54 18.43 -0.544
C 13.22 2.30 18.81 0.378
C 14.21 1.21 18.33 -0.407
C 15.25 0.73 19.39 -1.023
H 9.37 -2.19 15.66 0.476
H 9.85 -2.08 17.26 0.235
H 11.12 -1.91 16.15 0.334
H 8.79 -0.06 16.64 0.182
H 9.97 0.39 15.42 0.627
H 11.32 -0.12 17.99 -1.085
H 10.14 1.09 18.18 -0.934
H 10.87 2.27 16.14 0.831
H 12.39 1.47 16.09 0.152
H 13.87 3.92 16.80 0.417
H 12.23 4.14 16.06 0.448
H 13.36 5.87 18.18 0.380
H 11.98 6.08 17.12 0.322
H 11.89 4.74 19.88 -0.097
H 10.62 5.56 18.99 0.543
H 10.78 2.84 19.21 -0.140
H 10.40 3.65 17.59 0.669
H 12.65 2.00 19.69 -0.575
H 13.67 3.24 19.13 0.701
H 14.78 1.59 17.49 0.584
H 13.59 0.40 17.95 -0.042
H 15.63 -0.27 19.21 0.249
H 14.90 0.73 20.42 -0.226
H 16.13 1.36 19.49 0.528
C 13.04 -8.98 15.03 -1.174
C 11.93 -8.08 14.48 -0.537
C 12.00 -6.73 15.17 -0.883
C 12.41 -6.63 16.74 -1.072
N 12.11 -5.29 17.52 0.565
C 12.36 -5.43 19.07 -0.195
C 11.15 -6.17 19.64 -0.667
C 9.99 -5.89 18.60 -1.176
C 10.60 -4.84 17.66 0.249
C 12.82 -4.09 16.92 0.072
C 14.39 -4.13 17.06 -0.380
C 15.04 -2.77 16.65 -1.380
H 12.99 -9.97 14.59 0.412
H 12.92 -9.15 16.10 0.268
H 14.04 -8.57 14.89 0.322
H 10.96 -8.56 14.56 0.304
H 12.07 -8.02 13.40 0.350
H 11.02 -6.27 15.11 0.207
H 12.60 -6.10 14.51 0.365
H 13.46 -6.78 17.00 0.640
H 11.96 -7.33 17.44 0.714
H 12.49 -4.42 19.47 -0.345
H 13.33 -5.92 19.23 0.727
H 10.80 -5.81 20.60 0.066
H 11.34 -7.22 19.88 0.598
H 9.07 -5.46 19.00 0.552
H 9.90 -6.87 18.12 0.305
H 10.68 -3.83 18.06 -0.314
H 10.21 -4.83 16.65 0.616
H 12.44 -3.24 17.48 -0.754
H 12.63 -4.05 15.84 0.924
H 14.72 -4.93 16.40 0.383
H 14.62 -4.51 18.06 0.192
H 14.85 -2.41 15.63 0.448
H 16.08 -3.07 16.73 0.462
H 14.97 -1.92 17.33 0.116
C 6.44 -0.26 24.23 -0.750
C 5.53 0.49 25.19 -0.771
C 4.29 -0.32 25.72 -0.815
C 3.38 -1.05 24.69 -0.811
N 2.08 -1.75 25.25 0.489
C 1.45 -2.59 24.09 -0.732
C 2.08 -3.96 24.12 -0.620
C 2.13 -4.21 25.66 -0.536
C 2.29 -2.84 26.33 -0.552
C 1.06 -0.74 25.72 -1.190
C 0.73 0.37 24.71 -0.150
C -0.54 1.12 25.20 -1.567
H 6.03 -0.57 23.27 0.516
H 6.84 -1.18 24.66 0.389
H 7.36 0.27 24.00 -0.125
H 5.26 1.49 24.86 0.404
H 6.15 0.73 26.06 0.368
H 3.81 0.36 26.42 0.346
H 4.68 -1.10 26.37 0.297
H 3.86 -1.91 24.22 0.580
H 3.07 -0.38 23.90 0.307
H 0.39 -2.63 24.31 0.496
H 1.53 -2.07 23.13 0.366
H 1.46 -4.60 23.49 0.434
H 3.07 -4.05 23.69 0.295
H 1.21 -4.59 26.10 0.306
H 3.04 -4.78 25.85 0.322
H 1.55 -2.74 27.12 0.409
H 3.27 -2.79 26.81 0.274
H 1.46 -0.40 26.68 0.689
H 0.20 -1.33 26.02 0.650
H 0.66 0.15 23.64 0.433
H 1.49 1.15 24.79 0.082
H -0.78 1.84 24.42 0.400
H -0.59 1.39 26.26 0.367
H -1.36 0.41 25.05 0.447
N 10.66 0.39 20.77 0.119
S 11.38 -1.15 20.79 -0.507
O 10.81 -2.29 20.09 -0.141
O 12.12 -1.47 22.03 -0.004
F 12.69 -0.83 19.91 -0.085
S 9.25 -0.06 20.98 0.174
O 8.84 -0.68 22.24 -0.308
O 8.40 -0.28 19.77 -0.604
F 8.86 1.44 21.31 -0.180
```

2.
Density functional theory data (ωB97M-V/def2-TZVPD) for a molecular structure, C5H8O2 at a distorted geometry.

Values from the calculation:
* energy above the lowest of the compared OMol25 structures with the same formula, charge and spin: 4.9382 eV
* charge: 0
* highest occupied orbital energy (alpha / beta): -7.19 / -7.01 eV
* Kohn-Sham gap (alpha / beta): 7.9555 / 7.7108 eV
* 2S+1: 1

XYZ file:
```
15
Properties=species:S:1:pos:R:3:mulliken_charge:R:1
O 1.77 -0.06 -1.50 -0.489
C 0.65 -0.65 -0.95 -0.758
C -0.43 0.23 -0.60 0.188
C -0.03 1.39 0.42 -0.459
C -0.34 0.35 1.44 -0.165
O 0.77 -0.41 1.59 -0.394
C -1.34 -0.35 0.56 -0.737
H 2.45 -0.73 -1.59 0.338
H 0.43 -1.67 -1.28 0.452
H 0.59 -1.34 1.37 0.330
H -1.03 0.64 -1.41 0.508
H 1.01 1.75 0.39 0.310
H -0.75 2.21 0.35 0.271
H -1.42 -1.44 0.66 0.319
H -2.33 0.10 0.53 0.287
```

3.
Density functional theory data (ωB97M-V/def2-TZVPD) for 4 unconnected molecules or ions with the total composition C29H57ClNO3 at a distorted geometry.

Values from the calculation:
* charge: +1
* highest occupied orbital energy: -11.09 eV
* Kohn-Sham gap: 7.1553 eV
* 2S+1: 1

XYZ file:
```
91
Properties=species:S:1:pos:R:3:mulliken_charge:R:1
C 0.16 3.89 1.94 -1.614
C 0.80 2.59 1.41 1.164
C 2.24 2.46 1.91 -1.046
C 3.08 1.44 1.16 -0.995
C 2.56 0.00 1.30 -1.017
C 1.77 -0.52 0.07 1.562
C 2.26 -1.89 -0.39 -1.274
C 1.24 -2.73 -1.18 -1.076
C 0.31 -2.03 -2.18 0.810
C 0.95 -1.07 -3.21 -1.085
C -0.01 0.07 -3.58 -0.988
C -0.23 1.11 -2.50 0.891
C -1.35 2.08 -2.85 -1.517
C -2.74 1.48 -2.60 -0.010
C -3.55 2.26 -1.57 -1.602
C -3.08 2.14 -0.12 0.150
C -3.48 0.88 0.65 -0.316
C -2.35 -0.18 0.85 0.880
C -2.70 -1.24 -0.10 -0.636
N -3.88 -1.09 -0.59 0.352
C -4.59 -0.01 0.09 -0.177
Cl -5.37 -0.86 1.53 -0.167
H 0.19 4.65 1.16 0.332
H -0.87 3.76 2.25 0.350
H 0.76 4.27 2.77 0.437
H 0.79 2.63 0.33 -0.152
H 0.23 1.72 1.77 -0.079
H 2.21 2.22 2.97 0.339
H 2.69 3.45 1.84 0.419
H 3.18 1.71 0.11 0.434
H 4.10 1.48 1.57 0.342
H 1.87 -0.01 2.15 0.408
H 3.37 -0.69 1.54 0.515
H 0.72 -0.59 0.32 -0.662
H 1.93 0.20 -0.73 -0.089
H 2.48 -2.45 0.51 0.427
H 3.20 -1.84 -0.95 0.335
H 0.60 -3.20 -0.42 0.325
H 1.75 -3.55 -1.68 0.412
H -0.15 -2.83 -2.76 0.683
H -0.50 -1.52 -1.66 -1.130
H 1.92 -0.69 -2.89 0.397
H 1.08 -1.63 -4.13 0.423
H -0.96 -0.38 -3.88 0.314
H 0.41 0.59 -4.44 0.439
H -0.48 0.66 -1.54 -0.682
H 0.71 1.64 -2.33 0.650
H -1.25 2.95 -2.20 0.484
H -1.24 2.43 -3.87 0.501
H -3.31 1.49 -3.53 0.481
H -2.66 0.42 -2.34 -0.074
H -3.47 3.31 -1.84 0.539
H -4.62 2.03 -1.66 0.415
H -2.00 2.28 -0.11 -0.586
H -3.53 2.97 0.41 0.473
H -3.81 1.16 1.64 0.800
H -2.14 -0.52 1.86 0.421
H -1.41 0.25 0.49 -1.136
H -2.04 -2.03 -0.42 0.762
H -4.29 -1.66 -1.33 0.083
H -5.47 0.39 -0.38 0.358
C -4.88 -3.73 -5.45 -1.147
C -4.80 -3.58 -3.96 0.902
O -5.32 -2.64 -3.39 -0.589
C -4.07 -4.66 -3.20 -1.103
H -5.43 -2.89 -5.87 0.310
H -3.87 -3.74 -5.87 0.338
H -5.38 -4.66 -5.71 0.353
H -3.03 -4.71 -3.54 0.306
H -4.54 -5.63 -3.37 0.376
H -4.09 -4.45 -2.13 0.252
C 1.08 -5.92 3.13 -1.162
C 1.75 -4.57 3.22 0.851
O 1.43 -3.65 2.50 -0.476
C 2.84 -4.43 4.25 -1.125
H 0.32 -5.90 2.35 0.266
H 1.81 -6.69 2.89 0.353
H 0.61 -6.17 4.08 0.354
H 3.64 -5.14 4.06 0.345
H 2.44 -4.62 5.25 0.353
H 3.24 -3.42 4.21 0.245
C 5.68 6.96 3.46 -1.171
C 4.90 5.67 3.45 0.842
O 3.88 5.55 2.80 -0.507
C 5.43 4.54 4.30 -0.992
H 5.20 7.69 2.81 0.304
H 5.74 7.36 4.47 0.338
H 6.70 6.78 3.09 0.329
H 5.48 4.85 5.35 0.344
H 6.44 4.27 3.97 0.330
H 4.78 3.68 4.21 0.183
```

4.
Density functional theory data (ωB97M-V/def2-TZVPD) for a molecular structure, C32H40BN4PRuS2Se2 at a distorted geometry.

Values from the calculation:
* expectation value of S²: 0.764
* energy above the lowest of the compared OMol25 structures with the same formula, charge and spin: 1.0492 eV
* charge: +1
* highest occupied orbital energy (alpha / beta): -9.84 / -10.06 eV
* Kohn-Sham gap (alpha / beta): 7.2869 / 5.6666 eV
* 2S+1: 2

XYZ file:
```
83
Properties=species:S:1:pos:R:3:mulliken_charge:R:1
Ru 0.67 0.55 0.09 2.231
C 2.65 3.04 -1.40 -2.567
C 2.13 2.47 -0.11 1.217
C 0.93 2.94 0.44 1.035
C 0.28 4.16 -0.13 -1.796
C 0.34 2.27 1.55 1.340
C -1.04 2.67 2.02 -2.985
C 1.08 1.32 2.26 0.739
C 0.60 0.81 3.59 -1.639
C 2.36 0.92 1.77 0.697
C 3.17 -0.09 2.54 -2.124
C 2.87 1.48 0.60 1.085
C 4.28 1.11 0.20 -1.974
H 3.33 3.88 -1.24 0.350
H 1.83 3.39 -2.02 0.488
H 3.19 2.29 -1.97 0.394
H -0.39 3.92 -0.96 0.274
H 1.04 4.85 -0.50 0.507
H -0.31 4.67 0.63 0.422
H -0.99 3.48 2.76 0.383
H -1.55 1.83 2.47 0.610
H -1.64 3.01 1.18 0.447
H 0.12 -0.17 3.50 0.141
H -0.11 1.50 4.04 0.524
H 1.44 0.70 4.28 0.508
H 3.86 0.42 3.23 0.419
H 3.77 -0.72 1.89 0.433
H 2.54 -0.75 3.13 0.253
H 4.41 0.03 0.11 0.331
H 4.96 1.44 0.99 0.431
H 4.59 1.57 -0.73 0.554
Se -0.46 -1.36 1.15 -0.850
P 0.75 -3.24 0.77 0.438
Se 1.85 -3.47 -1.03 -0.294
C -0.44 -4.60 1.01 1.007
C -1.60 -4.43 1.75 -0.155
C -2.44 -5.51 1.98 -0.847
C -2.12 -6.76 1.47 -0.467
C -0.96 -6.93 0.73 -0.672
C -0.12 -5.85 0.50 -0.619
C 1.86 -3.39 2.22 1.172
C 1.36 -3.11 3.49 -0.856
C 2.16 -3.29 4.61 -0.589
C 3.46 -3.75 4.46 -0.534
C 3.96 -4.04 3.20 -0.615
C 3.16 -3.87 2.08 -0.422
H -1.87 -3.46 2.16 0.227
H -3.35 -5.38 2.56 0.421
H -2.78 -7.60 1.64 0.394
H -0.71 -7.90 0.32 0.411
H 0.78 -5.98 -0.09 0.349
H 0.34 -2.76 3.61 0.360
H 1.76 -3.08 5.59 0.443
H 4.08 -3.89 5.34 0.406
H 4.97 -4.41 3.09 0.435
H 3.54 -4.09 1.09 0.318
C 3.50 -0.30 -2.81 -0.988
N 2.34 0.12 -3.57 0.350
C 2.32 0.84 -4.74 -0.467
C 1.02 0.99 -5.08 -0.789
N 0.24 0.36 -4.14 0.368
B -1.31 0.21 -4.39 0.704
N -2.23 -0.03 -3.13 0.115
C -3.29 -0.89 -3.24 -0.638
C -3.93 -0.95 -2.04 -0.597
N -3.25 -0.10 -1.20 0.355
C -3.58 0.15 0.19 -0.469
C -2.21 0.43 -1.87 -0.719
S -1.08 1.56 -1.19 -0.164
C 1.06 -0.15 -3.22 -0.447
S 0.51 -0.89 -1.76 -0.809
H 4.38 0.20 -3.20 0.331
H 3.63 -1.38 -2.88 0.304
H 3.35 -0.04 -1.77 0.257
H 3.22 1.17 -5.23 0.516
H 0.57 1.48 -5.93 0.520
H -1.66 1.21 -4.95 -0.164
H -1.44 -0.78 -5.07 -0.172
H -3.51 -1.40 -4.16 0.515
H -4.81 -1.49 -1.73 0.485
H -4.31 -0.60 0.51 0.284
H -4.01 1.14 0.31 0.238
H -2.69 0.06 0.80 -0.114
```

5.
Density functional theory data (ωB97M-V/def2-TZVPD) for 2 unconnected molecules or ions with the total composition C3H3NS2 at a distorted geometry.

Values from the calculation:
* SMILES: C=C=S.N=C=S
* energy above the lowest of the compared OMol25 structures with the same formula, charge and spin: 1.5596 eV
* charge: 0
* highest occupied orbital energy: -8.82 eV
* Kohn-Sham gap: 8.3402 eV
* 2S+1: 1

XYZ file:
```
9
Properties=species:S:1:pos:R:3:mulliken_charge:R:1
C 2.00 -1.12 0.35 0.464
C -0.87 1.11 -0.10 0.246
C -1.81 0.39 -0.68 -0.437
N 0.85 -0.92 0.68 -0.422
S 3.38 -1.56 -0.21 -0.340
S 0.26 2.11 0.29 -0.321
H -2.23 -0.52 -0.12 0.214
H -2.20 0.70 -1.53 0.333
H 0.61 -0.18 1.31 0.263
```

6.
Density functional theory data (ωB97M-V/def2-TZVPD) for 2 unconnected molecules or ions with the total composition C3H9NO2 at a distorted geometry.

Values from the calculation:
* SMILES: CN(C)C=O.O
* energy above the lowest of the compared OMol25 structures with the same formula, charge and spin: 1.2361 eV
* charge: 0
* highest occupied orbital energy: -9.66 eV
* Kohn-Sham gap: 10.3158 eV
* 2S+1: 1

XYZ file:
```
15
Properties=species:S:1:pos:R:3:mulliken_charge:R:1
O 3.06 -1.68 1.94 -0.658
H 3.52 -1.18 1.22 0.307
H 2.11 -1.65 1.70 0.368
O 0.58 -1.64 0.09 -0.573
C 0.04 -0.93 -0.74 0.074
N -0.70 0.16 -0.44 0.097
C -0.80 1.27 -1.45 -0.885
C -1.23 0.46 0.89 -0.809
H -0.02 -1.18 -1.83 0.276
H 0.11 1.90 -1.42 0.324
H -1.67 1.90 -1.19 0.299
H -0.94 0.89 -2.48 0.322
H -0.41 0.44 1.63 0.275
H -2.02 -0.24 1.22 0.262
H -1.65 1.48 0.85 0.321
```

7.
Density functional theory data (ωB97M-V/def2-TZVPD) for a single C13H24BO2PS molecule at a distorted geometry.

Values from the calculation:
* SMILES: C#CCB(CCCCCCCCOC(C)=O)[PH2]=S
* energy above the lowest of the compared OMol25 structures with the same formula, charge and spin: 0.0000 eV
* charge: 0
* highest occupied orbital energy: -8.51 eV
* Kohn-Sham gap: 8.0639 eV
* 2S+1: 1

XYZ file:
```
42
Properties=species:S:1:pos:R:3:mulliken_charge:R:1
C 5.04 0.54 -2.85 0.138
C 4.34 -0.22 -2.24 -0.461
C 3.57 -1.25 -1.55 -0.903
B 3.67 -1.20 0.02 0.258
C 3.72 0.07 0.94 -0.878
C 3.19 1.39 0.35 -0.870
C 1.77 1.33 -0.21 -0.605
C 0.67 1.15 0.86 -0.397
C -0.69 0.88 0.17 -0.750
C -1.83 1.82 0.63 -0.938
C -3.09 1.02 0.99 -0.726
C -3.94 0.71 -0.25 -0.438
O -4.55 -0.58 -0.04 -0.284
C -5.79 -0.71 -0.55 0.689
C -6.58 -1.85 0.05 -0.957
O -6.25 -0.01 -1.41 -0.547
P 3.71 -2.93 0.91 -0.013
S 4.84 -4.25 0.01 -0.407
H 5.50 1.14 -3.59 0.465
H 3.95 -2.22 -1.87 0.443
H 2.53 -1.23 -1.88 0.375
H 3.22 -0.19 1.88 0.443
H 4.78 0.21 1.20 0.346
H 3.16 2.11 1.17 0.430
H 3.86 1.82 -0.38 0.339
H 1.57 2.29 -0.68 0.398
H 1.63 0.58 -0.99 0.244
H 0.59 2.10 1.37 0.357
H 0.91 0.35 1.56 0.256
H -0.55 1.06 -0.90 0.350
H -0.98 -0.16 0.27 0.434
H -1.51 2.44 1.47 0.464
H -2.08 2.49 -0.19 0.350
H -3.72 1.56 1.70 0.291
H -2.83 0.06 1.44 0.453
H -4.68 1.49 -0.36 0.424
H -3.29 0.63 -1.12 0.219
H -7.30 -1.48 0.77 0.263
H -5.88 -2.53 0.54 0.297
H -7.04 -2.38 -0.77 0.293
H 4.20 -2.69 2.21 0.073
H 2.37 -3.37 1.15 0.084
```